DFT (ωB97M-V with the def2-TZVPD basis set) results for a molecular structure, C3Cl6.

Last column: Mulliken charge in e.
Atoms and positions in Å:
C (-0.91273, -0.57555, 0.67462)  0.3258
C (2.16726, -0.22403, -1.45941)  0.0194
C (-1.24392, 0.65179, 0.24337)  0.1434
Cl (-1.40671, -1.88564, -0.35395)  -0.1250
Cl (2.42344, -1.46030, -0.34720)  -0.0127
Cl (1.90158, 1.22167, -0.68025)  0.0162
Cl (0.14563, -0.64648, 2.00430)  -0.1007
Cl (-0.85939, 2.02308, 1.07708)  -0.1182
Cl (-2.21517, 0.89546, -1.15857)  -0.1483

Computed properties:
Charge: 0
E_tot, Ha: -2875.32777
HOMO-LUMO gap, eV: 8.4
LUMO level, Ha: -0.034